ORCA calculation (ωB97M-V with the def2-TZVPD basis set) on a molecular structure, C33H24N4O4S3W at a distorted geometry.

Last column: natural (NBO) charge in e.
Geometry (Å):
W (0.304758, 1.542538, 0.107648)  1.3474
C (0.739158, 2.235938, 4.479948)  -0.1749
C (0.253158, 1.037838, 4.983148)  -0.2250
C (-0.293842, 0.099038, 4.132548)  -0.1829
C (-0.356342, 0.344938, 2.757748)  -0.0604
C (0.164358, 1.545738, 2.234748)  -0.2962
C (0.687458, 2.482438, 3.117148)  -0.2341
C (-1.015142, -0.531762, 1.794848)  0.2558
C (-1.809242, -1.610562, 2.209748)  -0.2509
C (-2.539042, -2.339762, 1.313348)  -0.1144
C (-2.501642, -1.972562, -0.048252)  -0.0339
C (-3.299742, -2.611762, -1.013052)  -0.1839
C (-3.270742, -2.219462, -2.325152)  -0.2074
C (-2.387342, -1.212862, -2.721052)  -0.1582
C (-1.580542, -0.584662, -1.801852)  -0.2381
C (-1.646042, -0.906562, -0.435552)  0.1419
N (-0.902742, -0.186262, 0.477448)  -0.5228
H (1.155058, 2.974838, 5.148748)  0.2155
H (0.290058, 0.846738, 6.045948)  0.2157
H (-0.675642, -0.818662, 4.551548)  0.2034
H (1.061658, 3.426538, 2.730348)  0.2217
H (-1.859542, -1.844562, 3.258748)  0.2272
H (-3.158642, -3.165762, 1.625948)  0.2230
H (-3.951942, -3.409162, -0.690852)  0.2152
H (-3.909542, -2.690962, -3.056252)  0.2253
H (-2.334742, -0.925062, -3.758952)  0.2272
H (-0.900642, 0.196538, -2.127752)  0.2463
S (-0.386142, 2.607038, -2.019652)  -0.0705
C (-2.129542, 2.690238, -1.966952)  -0.1645
C (-2.894042, 2.746738, -3.125652)  -0.1635
C (-4.283242, 2.746438, -3.056652)  -0.1530
C (-5.039842, 2.763438, -4.248452)  0.2819
N (-5.632342, 2.774638, -5.230152)  -0.2956
C (-4.925642, 2.718338, -1.800752)  -0.1646
C (-4.158042, 2.717338, -0.640052)  -0.1190
C (-2.774142, 2.694938, -0.715552)  -0.1968
S (-1.819142, 2.697638, 0.751148)  -0.0360
C (-6.334642, 2.688438, -1.720652)  0.2816
N (-7.478442, 2.651338, -1.635752)  -0.2952
H (-2.408942, 2.781338, -4.088952)  0.2357
H (-4.631142, 2.720038, 0.329548)  0.2312
C (1.961758, -5.068762, 0.832048)  -0.6323
C (2.336458, -3.769862, 0.194348)  0.0197
C (3.663158, -3.378262, 0.040648)  -0.2038
C (3.987458, -2.170362, -0.557752)  -0.2029
C (2.963858, -1.342162, -0.972552)  -0.2576
C (1.637958, -1.705662, -0.825052)  -0.1926
C (1.325558, -2.919662, -0.246952)  -0.2037
S (3.229158, 0.188938, -1.833452)  2.3209
O (2.036158, 1.006638, -1.640252)  -0.9444
O (3.547458, -0.056962, -3.204152)  -0.9119
N (4.642858, 0.807538, -1.206652)  -0.8648
C (4.951358, 0.982238, 0.196248)  -0.2210
C (4.278258, 2.207738, 0.816548)  -0.5246
C (2.786258, 2.002738, 0.667448)  0.8095
O (2.039058, 2.922138, 0.268248)  -0.6626
O (2.325458, 0.848238, 0.913048)  -0.7124
H (2.818458, -5.727062, 0.932048)  0.2202
H (1.201458, -5.575162, 0.240948)  0.2256
H (1.541158, -4.879362, 1.819748)  0.2273
H (4.453258, -4.022862, 0.392848)  0.2181
H (5.013558, -1.871962, -0.705952)  0.2341
H (0.873458, -1.042462, -1.210152)  0.2396
H (0.289958, -3.208762, -0.141752)  0.2194
H (4.994758, 1.536838, -1.810452)  0.4173
H (6.038758, 1.047538, 0.293448)  0.2172
H (4.595058, 0.092438, 0.721548)  0.2322
H (4.579758, 3.132438, 0.325048)  0.2321
H (4.520858, 2.263238, 1.878548)  0.2472

Forces on atoms 1 to 3 (eV/Å):
1.11 1.13 -0.12
-0.07 -0.02 -0.19
0.03 -0.02 0.13

Calculated values
F_max = 1.724 eV/A
highest occupied orbital energy (spin up / spin down) = -7.3 / -7.9 eV
2S+1 = 3
gap between HOMO and LUMO (spin up / spin down) = 6.18 / 6.55 eV
LUMO energy (spin up / spin down) = -1.09 / -1.31 eV

ORCA calculation (ωB97M-V with the def2-TZVPD basis set) on a single C2H5OPS molecule at a distorted geometry.

Last column: natural (NBO) charge in e.
Geometry (Å):
C (0.634655, 0.592342, -1.639615)  -0.6338
C (-0.778428, -0.698251, 0.080959)  -0.8880
O (0.115266, 0.305795, 2.304784)  -0.9961
P (0.827257, -0.354887, 0.987361)  0.8858
S (-0.189196, -0.934012, -1.624960)  0.2779
H (0.034956, 1.460778, -1.418386)  0.1900
H (1.429710, 0.691066, -2.354150)  0.2044
H (-1.293336, -1.586570, 0.455073)  0.2382
H (-1.447959, 0.165080, 0.124028)  0.2212
H (0.667074, 0.358660, 3.084905)  0.5003

Forces on atoms 1 to 3 (eV/Å):
-0.30 -0.54 0.66
0.43 0.10 -0.01
-0.41 0.17 0.15

Calculated values
F_max = 1.443 eV/A
highest occupied orbital energy (spin up / spin down) = -7.6 / -7.4 eV
2S+1 = 1
gap between HOMO and LUMO (spin up / spin down) = 7.52 / 7.32 eV
LUMO energy (spin up / spin down) = -0.06 / -0.06 eV

ORCA calculation (ωB97M-V with the def2-TZVPD basis set) on 2 unconnected molecules or ions with the total composition C4H9O3 at a distorted geometry.

Last column: natural (NBO) charge in e.
Geometry (Å):
C (2.332996, 0.375218, -2.026290)  -0.0558
C (1.728008, 1.714884, -1.614869)  -0.6435
O (1.773918, -0.708597, -1.297684)  -0.7184
H (2.150384, 0.221979, -3.102547)  0.1403
H (3.418222, 0.371632, -1.924468)  0.1578
H (2.331098, 2.189462, -0.841853)  0.1981
H (0.969206, -1.002438, -1.758034)  0.4771
H (0.688664, 1.608952, -1.311170)  0.2561
H (1.777438, 2.445342, -2.435701)  0.1870
C (-0.841688, -0.350562, 2.554709)  -0.7361
C (-1.666251, -0.431375, 1.256144)  0.7588
O (-2.216920, -1.531896, 1.030192)  -0.7958
O (-1.674494, 0.605011, 0.557013)  -0.8066
H (-1.430500, 0.260724, 3.255587)  0.1925
H (0.076959, 0.224776, 2.399177)  0.1960
H (-0.640422, -1.331181, 2.976617)  0.1928

Forces on atoms 1 to 3 (eV/Å):
-0.76 0.06 -0.74
0.58 0.54 -0.35
0.15 -0.26 -0.32

Calculated values
F_max = 1.058 eV/A
highest occupied orbital energy = -3.7 eV
2S+1 = 1
gap between HOMO and LUMO = 7.27 eV
LUMO energy = 3.52 eV
charge = -1

ORCA calculation (ωB97M-V with the def2-TZVPD basis set) on a molecular structure, C26H31N3P2Re at a distorted geometry.

Last column: natural (NBO) charge in e.
Geometry (Å):
C (-3.196654, 1.433989, -2.757906)  -0.2091
C (-2.147131, 1.509569, -1.837283)  0.0318
C (-2.382614, 0.931880, -0.566886)  0.1022
C (-3.391888, -0.002506, -0.352801)  0.0086
C (-4.407368, -0.116013, -1.306130)  -0.2026
C (-4.327126, 0.646806, -2.476108)  -0.1022
C (-3.155030, -0.832951, 0.863416)  -0.4195
C (-3.025489, 0.119532, 2.002464)  -0.0074
C (-2.012897, 1.053912, 1.796143)  0.2352
C (-1.405679, 1.755989, 2.863328)  -0.0082
C (-2.096284, 1.769812, 4.079676)  -0.2001
C (-3.236645, 0.966658, 4.253027)  -0.1010
C (-3.671931, 0.100367, 3.243364)  -0.1861
H (-3.111156, 1.965104, -3.713132)  0.2461
H (-5.249536, -0.776794, -1.097411)  0.2468
H (-5.147434, 0.609689, -3.198447)  0.2495
H (-3.911023, -1.595484, 1.023135)  0.2653
H (-1.716550, 2.387962, 4.901056)  0.2445
H (-3.776953, 0.999696, 5.204031)  0.2500
H (-4.518589, -0.571635, 3.381003)  0.2459
N (-1.472272, 1.143215, 0.491565)  -0.5052
Re (0.097583, -0.269661, 0.333623)  0.4842
C (-0.774236, 2.054807, -2.090720)  -0.7008
H (-0.569717, 2.929668, -1.451181)  0.2577
H (-0.626416, 2.312318, -3.149695)  0.2580
C (-0.063538, 2.363362, 2.607145)  -0.7151
H (-0.149249, 3.215543, 1.912124)  0.2612
H (0.421060, 2.688560, 3.540002)  0.2639
P (0.512348, 0.751116, -1.609899)  0.9895
P (1.078697, 1.119012, 1.753265)  1.2302
C (1.789635, 0.398349, 3.281939)  -0.9550
H (2.731920, -0.108928, 3.042783)  0.2384
H (1.959844, 1.211697, 3.997421)  0.2515
H (1.074584, -0.325053, 3.689316)  0.2712
C (2.399341, 2.321189, 1.322388)  -0.9716
H (2.786755, 2.752614, 2.255356)  0.2642
H (3.218655, 1.822176, 0.791241)  0.2361
H (1.990834, 3.120398, 0.691862)  0.2511
C (0.341012, -0.297911, -3.099772)  -0.9510
H (0.300988, 0.359336, -3.978860)  0.2495
H (1.199856, -0.975214, -3.159763)  0.2562
H (-0.580592, -0.887857, -3.029092)  0.2435
C (2.045378, 1.641198, -2.043855)  -0.9398
H (2.905658, 0.974229, -1.902721)  0.2448
H (1.981882, 1.929522, -3.101886)  0.2569
H (2.177402, 2.531346, -1.418676)  0.2462
H (-2.038024, -1.286343, 0.718648)  0.2064
H (-0.173788, -1.257959, 1.670965)  -0.2199
N (4.070023, -1.977653, -0.094707)  -0.5044
C (3.173614, -1.093140, 0.418733)  0.2604
N (1.939312, -1.422797, 0.032601)  -0.5196
C (2.023549, -2.596793, -0.734229)  0.0683
C (1.060365, -3.205066, -1.543284)  -0.2163
C (1.513003, -4.128625, -2.494814)  -0.1848
C (2.878931, -4.438603, -2.614810)  -0.1746
C (3.833535, -3.838528, -1.781275)  -0.2228
C (3.381318, -2.931602, -0.838841)  0.1697
H (5.079767, -1.950027, 0.039472)  0.4515
H (3.480143, -0.244207, 1.022252)  0.2271
H (0.008504, -2.926427, -1.412590)  0.2145
H (0.795129, -4.610916, -3.157220)  0.2446
H (3.185680, -5.165022, -3.368837)  0.2502
H (4.899506, -4.056901, -1.840510)  0.2443

Forces on atoms 1 to 3 (eV/Å):
0.52 -0.11 0.01
-0.35 -0.06 -0.01
1.26 -0.31 0.28

Calculated values
F_max = 5.067 eV/A
highest occupied orbital energy (spin up / spin down) = -14.2 / -14.2 eV
2S+1 = 4
gap between HOMO and LUMO (spin up / spin down) = 7.66 / 5.33 eV
LUMO energy (spin up / spin down) = -6.53 / -8.84 eV
charge = +2

ORCA calculation (ωB97M-V with the def2-TZVPD basis set) on 2 unconnected molecules or ions with the total composition C3H5ClS at a distorted geometry.

Last column: natural (NBO) charge in e.
Geometry (Å):
C (0.318280, 0.496518, 0.875078)  0.0710
C (1.131146, 0.249921, -0.090008)  -0.4810
C (-0.487670, 0.763668, 1.845890)  -0.2900
S (-0.910971, -1.782473, -2.014672)  -0.3209
Cl (-2.201386, 0.737701, 1.454662)  -0.0008
H (-0.838659, -0.802847, -2.861510)  0.1272
H (1.526923, 0.908559, -0.846688)  0.2381
H (1.689289, -0.707392, -0.190380)  0.2346
H (-0.142934, 1.308490, 2.776596)  0.2511
H (-0.084018, -1.172145, -0.948969)  0.1708

Forces on atoms 1 to 3 (eV/Å):
0.39 0.22 0.26
2.03 -1.36 -0.63
-0.28 1.46 0.68

Calculated values
F_max = 2.941 eV/A
highest occupied orbital energy = -9.5 eV
2S+1 = 1
SMILES = C=C=CCl.S
gap between HOMO and LUMO = 10.05 eV
LUMO energy = 0.59 eV

ORCA calculation (ωB97M-V with the def2-TZVPD basis set) on 2 unconnected molecules or ions with the total composition C5H13NO at a distorted geometry.

Last column: natural (NBO) charge in e.
Geometry (Å):
C (-1.009133, -0.146394, -2.872110)  -0.6155
C (-0.704271, 0.117094, -1.385003)  -0.5539
C (-0.100976, -1.040659, -0.623426)  -0.4461
C (0.551507, -0.693410, 0.668941)  -0.3291
C (1.650899, 0.031053, 0.913929)  -0.0385
N (2.239795, 0.406584, 2.152302)  -0.8534
H (-2.050231, 0.057272, -3.116504)  0.1996
H (-0.807926, -1.172255, -3.199188)  0.1903
H (-0.326372, 0.483838, -3.452718)  0.1967
H (-0.031042, 0.960631, -1.242193)  0.2021
H (-1.661803, 0.315164, -0.903286)  0.1777
H (-0.849851, -1.817718, -0.390082)  0.1992
H (0.614191, -1.677976, -1.180183)  0.1882
H (0.268489, -1.119867, 1.631257)  0.1923
H (2.240112, 0.398570, 0.067843)  0.1515
H (1.549910, 0.110420, 2.842059)  0.3681
H (2.304680, 1.417310, 2.219692)  0.3385
H (-1.565488, 0.553011, 2.184885)  0.3938
H (-1.064087, 1.857285, 2.679131)  0.3051
O (-1.248402, 0.960050, 3.004654)  -1.2665

Forces on atoms 1 to 3 (eV/Å):
0.75 0.03 -0.02
-0.41 -0.47 -0.16
0.52 -2.05 0.32

Calculated values
F_max = 2.564 eV/A
highest occupied orbital energy (spin up / spin down) = 1.1 / -4.8 eV
2S+1 = 2
gap between HOMO and LUMO (spin up / spin down) = 2.69 / 8.57 eV
LUMO energy (spin up / spin down) = 3.79 / 3.73 eV
charge = -1

2S+1 of number 2 (C2H5OPS)?
1